(1)
The following is a quantum chemistry calculation of a 7-piece molecular cluster, C40H78B2O8Si overall at a distorted geometry, from the Open Molecules 2025 dataset.

Computed properties:
Net charge = 0
Structure (SMILES) = C[Si](C)(CCCCCCCCBB(O)O)c1ccccc1.C1CCOC1.C1CCOC1.C1CCOC1.C1CCOC1.C1CCOC1.C1CCOC1
LUMO level = -0.02 eV

Cartesian coordinates (Å):
Si1 0.82077 1.72441 1.39162
O1 -8.98078 -2.19818 -2.90164
O2 3.50838 -2.07175 6.69098
O3 -1.07028 3.45152 5.84431
O4 1.57849 -0.68959 -1.54698
O5 -0.32290 -3.03423 -5.98016
O6 -3.84839 -0.17377 -3.46661
O7 5.82631 -2.50450 6.77463
O8 3.56686 4.92596 -0.24615
C1 4.88907 4.94094 -0.78991
C2 0.60197 -1.16504 1.57475
C3 1.05016 2.17447 3.21079
C4 -2.20245 4.07367 6.45491
C5 4.87362 6.38661 1.07846
C6 1.02601 -2.04526 -3.40514
C7 -5.35707 -0.61026 -1.69708
C8 -10.09565 -1.57978 -3.55152
C9 0.08132 -4.20351 -6.69536
C10 -0.10750 -2.36613 1.56816
C11 -0.91616 -4.37928 -7.83237
C12 -10.85618 -3.61067 -2.61232
C13 -1.30786 -2.32282 -6.73498
C14 -1.90530 4.14123 7.94630
C15 2.53991 1.70887 0.63465
C16 -5.82215 -1.37007 -2.93632
C17 5.91000 -3.13748 3.53450
C18 -11.11741 -2.68161 -3.79422
C19 6.07553 0.52187 1.10361
C20 0.62376 -0.60765 -3.71094
C21 0.01033 3.39224 6.77974
C22 -0.38620 4.28057 7.95125
C23 -1.48142 -2.36181 1.33887
C24 5.55210 6.21150 -0.27679
C25 3.45669 5.91918 0.77622
C26 4.86791 1.26241 1.70122
C27 5.70138 -3.30022 2.02015
C28 -0.04921 0.05299 1.35953
C29 -0.15166 3.09661 0.55224
C30 -5.07294 -0.63897 -4.04111
C31 6.39558 -0.77165 1.90862
C32 5.85200 -2.00312 1.18062
C33 0.59565 0.00683 -2.31985
C34 -2.15050 -1.17121 1.09152
C35 2.00654 -1.85574 -2.25507
C36 -1.42823 0.02356 1.10922
C37 -9.34350 -3.51380 -2.47186
C38 3.50281 0.68034 1.28553
C39 -3.90511 -0.30746 -2.04387
C40 -1.30291 -2.93321 -8.12983
B1 4.66115 -2.63196 4.31382
B2 4.66638 -2.38742 6.01859
H1 2.98943 2.70017 0.67835
H2 4.90924 7.40533 1.46143
H3 2.92654 -1.56629 6.11575
H4 -5.46104 -1.17436 -0.77080
H5 1.71432 3.02981 3.33315
H6 -5.64006 0.22955 -4.39522
H7 6.32878 -4.10152 1.63453
H8 5.30946 7.05378 -0.92865
H9 6.08600 -4.13907 3.95447
H10 5.41881 4.04756 -0.43907
H11 0.09152 2.39528 3.67999
H12 6.14840 -1.64411 7.05277
H13 3.60785 -0.13917 0.58261
H14 -11.20023 -4.63146 -2.77016
H15 0.10014 -5.05302 -6.01146
H16 3.02544 -1.68374 -2.62264
H17 0.92925 3.71798 6.29127
H18 0.40028 -3.30204 1.74694
H19 1.66565 -1.21918 1.74703
H20 6.63622 6.12743 -0.21882
H21 0.13491 2.35036 7.09403
H22 3.65076 -2.37685 3.71104
H23 7.47790 -0.86120 1.95620
H24 -1.78953 -4.93583 -7.48507
H25 1.09548 -4.04406 -7.07859
H26 -2.32101 5.07564 6.02790
H27 3.02751 0.29503 2.18791
H28 5.95153 -0.62762 2.88816
H29 2.43762 1.45933 -0.42248
H30 -6.90038 -1.36644 -3.07669
H31 -10.49690 -0.80506 -2.88965
H32 -3.21262 -1.17686 0.90041
H33 6.55725 -2.21718 0.37831
H34 -0.10562 5.31694 7.74972
H35 -9.00174 -3.66219 -1.44713
H36 -0.53526 -2.46020 -8.74646
H37 2.02545 -2.70444 -1.56843
H38 6.79861 -2.56445 3.79714
H39 6.92029 1.20068 1.20584
H40 -0.49415 -4.90721 -8.68616
H41 -2.42433 4.95914 8.44376
H42 4.93900 1.27552 2.78719
H43 0.46624 3.99103 0.61000
H44 4.68128 -3.65770 1.88813
H45 4.91874 2.29717 1.36027
H46 -3.09646 3.49265 6.22610
H47 4.82858 4.90138 -1.87781
H48 -3.53909 0.61050 -1.58048
H49 -3.24571 -1.13065 -1.74738
H50 -5.48999 -2.41039 -2.88218
H51 -0.33050 -0.52037 -4.22784
H52 -0.38077 -0.13918 -1.84288
H53 -2.02623 -3.29568 1.35010
H54 -10.89956 -3.19860 -4.73140
H55 1.46872 1.33796 3.77104
H56 -2.27975 -2.45310 -6.24700
H57 2.83870 6.74028 0.39724
H58 -2.19676 3.20699 8.43143
H59 -8.83690 -4.24091 -3.11543
H60 5.33832 5.72831 1.81633
H61 -1.13508 3.26886 0.97621
H62 1.45762 -2.56706 -4.25376
H63 -11.34386 -3.22122 -1.71600
H64 5.86893 0.28702 0.06303
H65 2.95900 5.48436 1.64494
H66 -9.75526 -1.10526 -4.47263
H67 -1.95999 0.94533 0.90872
H68 -5.92293 0.31886 -1.59511
H69 1.39080 -0.12610 -4.32342
H70 -1.06177 -1.26050 -6.73387
H71 -4.84745 -1.27636 -4.89766
H72 -12.13828 -2.30634 -3.84215
H73 4.90423 -1.80395 0.69039
H74 0.08066 3.97782 8.88728
H75 0.82392 1.07487 -2.32021
H76 -0.21441 2.86577 -0.51133
H77 -2.25982 -2.82913 -8.63883
H78 0.15515 -2.61028 -3.06697


(2)
The following is a quantum chemistry calculation of a 12-piece molecular cluster, C40H78Br22ClN2O3 overall at a distorted geometry, from the Open Molecules 2025 dataset.

Computed properties:
Net charge = +1
LUMO level = -2.34 eV

Cartesian coordinates (Å):
Br1 -0.28304 0.02499 3.22364
Br2 -9.99417 10.23935 -1.17879
Br3 9.37796 4.43359 1.39887
Br4 4.24279 -4.38294 -5.03166
Br5 -7.15559 12.59506 -0.94754
Br6 -4.96714 -5.57350 0.60361
Br7 9.17003 7.49910 3.42916
Br8 3.09946 -7.82705 4.40046
Br9 -0.04216 7.51174 6.50356
Br10 -0.79568 -11.68078 -0.30671
Br11 4.75345 -5.28989 -8.56947
Br12 2.91465 -8.54300 0.50781
Br13 3.47020 6.05031 2.14297
Br14 -0.25366 -12.56169 -3.83842
Br15 -0.06050 4.38967 4.55292
Br16 -5.54959 -2.03682 -0.25306
Br17 2.69412 -8.44401 -3.17011
Br18 -2.63001 -2.02348 5.15502
Br19 1.34210 -4.57127 -1.01377
Br20 4.38030 2.82045 0.49680
Br21 4.13173 -2.17832 -1.24596
Br22 5.41510 -5.69984 2.47780
Cl1 -3.35466 1.89493 0.99453
O1 -5.60252 5.01919 -2.56991
O2 -6.75808 6.61500 -1.45966
O3 -3.29500 6.35441 1.65307
N1 -0.92910 1.18018 0.48982
N2 -2.01635 3.14525 -1.37380
C1 5.46770 4.38322 0.92901
C2 9.72065 7.27540 1.57750
C3 -1.47697 -2.32380 -0.53846
C4 -0.47804 6.21219 3.99255
C5 0.19491 -13.55670 -2.22764
C6 -1.25150 0.74618 -0.91072
C7 0.12437 3.59379 -0.30228
C8 0.43890 7.21050 4.64569
C9 1.00814 3.62027 0.72751
C10 -0.18913 -1.48828 -0.45836
C11 -0.09242 -0.71224 5.02107
C12 -1.43331 1.89867 -1.90495
C13 -2.02852 -2.71012 0.83534
C14 -7.20803 4.33026 -0.86493
C15 -0.87095 -13.42120 -1.17411
C16 -0.19152 -0.26248 -1.37722
C17 -3.25299 4.74321 -2.91889
C18 1.22538 0.34270 -1.44850
C19 4.13107 -4.03866 -0.66096
C20 5.22999 -6.26492 -6.95640
C21 -0.68955 -2.09024 5.10191
C22 3.20568 -4.87809 -1.49432
C23 -7.28736 10.73832 -0.38060
C24 4.17377 -6.12912 -5.89364
C25 -1.82160 4.90664 0.46213
C26 -5.53490 -3.61059 -1.40136
C27 8.87860 6.24330 0.87924
C28 -1.65577 2.40801 0.91019
C29 5.63487 -6.50718 4.23566
C30 -6.16098 -4.79784 -0.72161
C31 -1.89995 4.16081 -2.42597
C32 -4.35891 4.69791 -1.89903
C33 1.36137 -8.72112 -0.65377
C34 -3.09840 4.99427 1.28185
C35 -1.40752 3.54114 -0.09404
C36 -6.53191 5.42936 -1.63595
C37 -8.08366 9.90989 -1.35126
C38 5.04004 -7.88749 4.28674
C39 5.10503 4.99623 2.25461
C40 1.68631 -9.51507 -1.89102
H1 0.07142 1.24780 0.68731
H2 -0.34342 6.22431 2.91365
H3 -7.08323 -4.54866 -0.20770
H4 -3.12048 5.73422 -3.34202
H5 3.86929 -4.03428 0.39226
H6 -7.95366 8.85058 -1.14343
H7 4.95832 4.26258 3.03982
H8 -3.97733 4.57239 0.80021
H9 3.16797 -6.24675 -6.28256
H10 0.97879 -0.74112 5.20640
H11 1.78753 -0.10072 -2.26330
H12 -0.41917 -2.71516 4.25667
H13 4.34132 -6.85077 -5.09696
H14 -4.21596 6.43301 1.90565
H15 5.18350 -5.82964 4.95225
H16 6.48911 4.00972 0.95518
H17 5.36552 -8.40867 5.18400
H18 -4.50077 -3.78585 -1.68128
H19 1.47735 6.89485 4.63475
H20 -2.07426 -1.86115 1.51794
H21 1.16044 -13.19171 -1.89358
H22 7.82099 6.35505 1.09635
H23 1.85377 2.93646 0.73126
H24 -0.55747 -0.00256 5.69690
H25 0.89607 4.29790 1.56827
H26 -1.46190 -3.52456 1.28344
H27 5.35526 5.07660 0.10164
H28 -6.26145 10.37982 -0.33203
H29 1.01494 -7.71516 -0.87140
H30 2.27647 -10.40159 -1.68543
H31 1.24129 1.42714 -1.51902
H32 -0.48707 2.05072 -2.42647
H33 -0.01459 -1.18217 0.57518
H34 5.28674 -8.48309 3.41381
H35 -6.10597 -3.32868 -2.28290
H36 -7.82242 10.10827 -2.38516
H37 3.29225 -4.67699 -2.55718
H38 0.34807 8.17942 4.15975
H39 6.70908 -6.54616 4.40085
H40 0.51252 3.65586 -1.31366
H41 6.19667 -5.89079 -6.63631
H42 -0.38421 -2.57626 6.02550
H43 -4.45645 3.72386 -1.42756
H44 -4.18940 5.49508 -1.17009
H45 9.58812 8.25056 1.11476
H46 -1.02524 5.20842 1.13995
H47 -2.27864 -1.82474 -1.08669
H48 10.77463 7.01930 1.58794
H49 3.37939 -5.93756 -1.31121
H50 -3.04967 -3.06407 0.72220
H51 0.77615 -9.80233 -2.41269
H52 -1.26751 -3.24910 -1.07354
H53 -8.18747 4.64656 -0.52491
H54 -7.31367 3.42602 -1.45713
H55 1.76962 0.06953 -0.53992
H56 -1.30029 2.74014 1.88262
H57 -2.13313 1.53150 -2.65464
H58 -3.56922 4.10576 -3.74790
H59 5.15804 -4.37826 -0.77732
H60 0.28876 -14.59329 -2.54256
H61 5.32573 -7.30397 -7.26274
H62 0.61509 -9.23638 -0.05502
H63 -1.26905 5.00421 -2.14004
H64 -1.52402 6.38043 4.22538
H65 -1.85773 5.67852 -0.30229
H66 -0.47355 -0.59253 -2.37718
H67 -2.18074 0.18707 -0.89730
H68 5.87408 5.70330 2.56066
H69 -2.95421 4.41847 2.20522
H70 -1.87529 -13.52917 -1.56910
H71 -6.34919 -5.59043 -1.44196
H72 -0.71515 -14.14792 -0.38020
H73 -1.43914 3.73889 -3.31540
H74 0.64694 -2.13158 -0.72952
H75 -1.28727 0.44421 1.11489
H76 -6.61434 4.09768 0.01993
H77 9.03280 6.28534 -0.19671
H78 -7.71785 10.74456 0.61522


(3)
The following is a quantum chemistry calculation of a 4-piece molecular cluster, C40H78Cl2FN4O3PS overall, from the Open Molecules 2025 dataset.

Computed properties:
Multiplicity = 4
Net charge = +1
LUMO level (spin up / spin down) = -3.97 / -3.97 eV
ΔE to the lowest compared entry with this formula, charge and spin = 0.0 kcal per mole

Cartesian coordinates (Å):
Cl1 -4.21180 -1.53343 1.24490
Cl2 0.17978 -3.96402 -0.44804
S1 4.79204 -2.20001 -2.49438
P1 3.01248 -2.35306 -3.13657
F1 2.37640 0.28727 -4.86243
O1 2.59358 -3.03001 4.51060
O2 -2.96211 0.51235 -7.94856
O3 -2.91259 3.10463 2.69944
N1 1.80202 -1.37246 -2.26905
N2 -1.81996 0.83794 -8.42243
N3 -3.41858 3.14274 3.87477
N4 2.65427 -2.44304 5.64529
C1 2.55485 -2.86555 8.12544
C2 -3.05580 1.02777 -10.52763
C3 2.05786 2.24040 -3.58148
C4 1.28595 -0.05709 -2.80903
C5 -1.12396 0.50781 -6.10471
C6 -5.85191 3.01749 3.57753
C7 0.55418 1.33142 -7.72391
C8 4.70617 -1.10298 5.58062
C9 -2.00778 1.17424 4.21895
C10 3.11437 -3.32914 6.77297
C11 1.23957 -1.68353 -1.14052
C12 3.17305 -1.03337 5.57074
C13 -3.30194 2.02696 6.13254
C14 4.65027 -3.32584 6.76690
C15 -5.85652 1.67628 4.30781
C16 3.15351 3.01213 -4.32266
C17 -3.32271 1.83997 4.61530
C18 -0.66783 0.41620 -7.56024
C19 0.16710 -0.67039 -0.79928
C20 -4.89009 4.51897 5.38444
C21 -0.32489 -1.04029 -7.90758
C22 -0.14180 -1.27986 -9.40383
C23 2.15477 -2.61674 1.03743
C24 2.64845 -0.16376 6.71354
C25 1.63411 -2.91562 -0.38333
C26 -1.70447 0.67942 -9.91356
C27 2.34714 0.75620 -3.54007
C28 -1.35085 -0.78770 -10.19509
C29 2.59340 -4.73754 6.50397
C30 -0.66177 1.62524 -10.50978
C31 -4.59019 5.10595 2.99646
C32 -4.50954 0.97432 4.17244
C33 -2.78257 -1.03560 0.30450
C34 -0.34943 -0.38105 0.61775
C35 -4.69084 3.94101 3.97631
C36 3.63991 -2.95257 1.24006
C37 2.67814 -0.41904 4.26375
C38 0.71834 0.55234 -1.54154
C39 -1.51689 -1.22528 1.12560
C40 5.26113 -1.92802 6.73776
H1 -3.83318 0.34181 -10.20457
H2 -0.84001 2.65038 -10.18310
H3 -2.22002 -1.40341 -9.94628
H4 -2.96582 0.97577 -11.61370
H5 -0.01052 -2.34921 -9.57922
H6 -4.49536 0.04686 4.75214
H7 0.26271 2.34726 -7.98769
H8 2.99224 -5.14660 5.58043
H9 2.36156 -3.59339 -3.06056
H10 2.41776 -3.73667 8.76512
H11 4.99046 -3.88482 5.88980
H12 0.36306 1.35866 -10.27004
H13 2.89629 -5.37787 7.33333
H14 -4.35230 0.69819 3.12721
H15 0.77282 -0.79990 -9.76211
H16 -3.93556 4.72237 5.86816
H17 1.09425 2.37629 -4.08211
H18 -2.79152 -1.62006 -0.61417
H19 -4.49502 4.76270 1.97061
H20 4.99131 -3.87518 7.64822
H21 1.54209 -3.18568 1.73582
H22 3.21818 -2.18233 8.65156
H23 1.95848 2.61083 -2.56052
H24 -3.35540 2.03904 -10.25170
H25 -0.02827 1.32079 -1.71983
H26 1.54055 0.97952 -0.95727
H27 1.58827 -0.45486 4.21007
H28 1.50440 -4.74190 6.44192
H29 -4.25530 2.33718 6.54700
H30 -0.68323 0.66088 0.59376
H31 -5.47565 3.87089 6.03326
H32 -5.49562 5.70774 3.08620
H33 -3.04470 1.07069 6.58975
H34 2.99498 0.62469 4.22935
H35 -2.54504 2.75684 6.42242
H36 -1.99006 0.94281 3.15716
H37 -1.42999 1.52617 -5.85860
H38 -0.75899 1.59608 -11.59529
H39 -1.26639 -2.28246 1.18190
H40 -6.63470 1.04421 3.87638
H41 5.03631 -1.54343 4.63417
H42 -1.95746 -0.15789 -5.89922
H43 2.90473 0.87417 6.49807
H44 4.19363 -2.06632 1.54780
H45 0.58284 -1.31558 -7.35985
H46 -6.11973 1.80410 5.36120
H47 3.28476 4.00369 -3.89459
H48 -0.67413 -1.05373 -1.40509
H49 -6.78783 3.55460 3.75272
H50 3.34393 0.56431 -3.12860
H51 2.67927 -1.87607 -4.40601
H52 -2.92445 0.01614 0.05377
H53 5.09605 -1.41323 7.68767
H54 3.08646 -0.94175 3.40204
H55 -0.27174 0.23260 -5.47717
H56 -1.89999 0.25011 4.79063
H57 1.58425 -2.38498 8.00944
H58 6.34329 -2.01554 6.62741
H59 3.07649 -0.40853 7.67967
H60 3.74154 -3.67376 2.04859
H61 2.40120 -3.46142 -0.92594
H62 4.14226 -3.33860 0.35276
H63 5.09434 -0.08141 5.61383
H64 -3.73014 5.73449 3.23088
H65 -1.72196 -0.90208 2.14608
H66 0.48806 -0.29810 -3.51980
H67 1.99684 -1.56591 1.25715
H68 1.07544 1.37025 -6.76694
H69 4.11492 2.49951 -4.25794
H70 2.91722 3.12077 -5.37965
H71 1.26648 0.97299 -8.46415
H72 -1.17613 -0.89718 -11.26830
H73 -1.16141 1.82568 4.44185
H74 0.45451 -0.40618 1.34884
H75 -5.42755 5.46321 5.30321
H76 1.56270 -0.23668 6.78787
H77 -1.13385 -1.67938 -7.54001
H78 -5.78399 2.83470 2.50068


| no. | electronic energy (hartree) |
| --- | --- |
| 1 | -2511.9991 |
| 2 | -58994.3743 |
| 3 | -3775.0744 |